No. 1
{
  "formula": "C32H64N3O7",
  "method": "ωB97M-V/def2-TZVPD",
  "total_charge": 1,
  "gap_ev": 7.73,
  "lumo_ev": -3.06,
  "total_energy_ha": -1948.17192,
  "max_force_ev_per_a": 5.62,
  "symbols": ["C", "C", "C", "O", "C", "N", "C", "C", "N", "C", "N", "C", "H", "H", "H", "H", "H", "H", "H", "H", "H", "H", "H", "H", "H", "H", "H", "H", "C", "C", "C", "O", "C", "H", "H", "H", "H", "H", "H", "H", "H", "C", "C", "C", "O", "C", "H", "H", "H", "H", "H", "H", "H", "H", "C", "C", "C", "O", "C", "H", "H", "H", "H", "H", "H", "H", "H", "C", "C", "C", "O", "C", "H", "H", "H", "H", "H", "H", "H", "H", "C", "C", "C", "O", "C", "H", "H", "H", "H", "H", "H", "H", "H", "C", "C", "C", "O", "C", "H", "H", "H", "H", "H", "H", "H", "H"],
  "coordinates": [[2.359, 2.191, -0.422], [1.188, 2.665, -1.419], [0.391, 3.981, -0.934], [-0.742, 4.166, -1.848], [-1.973, 3.888, -1.225], [-2.668, 4.762, -0.278], [-3.934, 4.110, 0.095], [-4.012, 2.763, -0.644], [-2.767, 2.682, -1.418], [-2.483, 1.487, -2.276], [-2.509, 0.183, -1.567], [-1.185, -0.182, -0.969], [2.178, 1.063, -0.220], [2.342, 2.783, 0.561], [3.363, 2.256, -0.969], [1.621, 2.921, -2.465], [0.413, 1.838, -1.587], [1.118, 4.870, -1.096], [0.118, 3.983, 0.176], [-2.335, 5.685, 0.069], [-4.769, 4.464, 0.780], [-4.785, 1.929, -0.654], [-1.486, 1.570, -2.827], [-3.319, 1.450, -3.079], [-3.191, 0.153, -0.796], [-0.728, 0.664, -0.327], [-1.339, -1.071, -0.246], [-0.496, -0.545, -1.806], [4.321, 6.915, -0.745], [4.886, 7.300, 0.604], [4.758, 6.004, 1.381], [4.882, 4.937, 0.431], [4.802, 5.485, -0.892], [4.651, 7.561, -1.560], [3.226, 6.940, -0.710], [5.942, 7.570, 0.500], [4.366, 8.134, 1.077], [3.772, 5.919, 1.853], [5.524, 5.901, 2.153], [5.804, 5.446, -1.332], [4.130, 4.876, -1.502], [5.003, 0.451, 3.378], [4.895, 1.727, 4.183], [4.071, 2.609, 3.266], [3.212, 1.739, 2.515], [3.646, 0.385, 2.708], [5.224, -0.431, 3.981], [5.789, 0.555, 2.622], [4.346, 1.535, 5.111], [5.860, 2.167, 4.442], [4.705, 3.148, 2.555], [3.467, 3.336, 3.815], [2.910, -0.113, 3.347], [3.677, -0.131, 1.745], [-2.854, -3.637, -1.862], [-3.892, -3.401, -0.788], [-4.183, -4.812, -0.317], [-2.976, -5.566, -0.495], [-2.064, -4.796, -1.288], [-2.235, -2.763, -2.073], [-3.345, -3.942, -2.792], [-3.455, -2.817, 0.030], [-4.782, -2.878, -1.144], [-4.964, -5.281, -0.926], [-4.489, -4.850, 0.730], [-1.263, -4.443, -0.629], [-1.625, -5.429, -2.063], [0.533, -4.320, 1.971], [-0.633, -3.786, 2.772], [-0.006, -2.612, 3.497], [1.032, -2.104, 2.646], [1.263, -3.047, 1.590], [0.236, -4.916, 1.106], [1.170, -4.939, 2.610], [-1.417, -3.432, 2.094], [-1.073, -4.520, 3.450], [0.457, -2.926, 4.438], [-0.726, -1.818, 3.711], [0.858, -2.620, 0.665], [2.337, -3.201, 1.462], [2.739, 1.098, -5.862], [4.173, 1.526, -6.077], [4.195, 2.895, -5.426], [3.233, 2.862, -4.362], [2.439, 1.676, -4.493], [2.591, 0.018, -5.910], [2.096, 1.566, -6.615], [4.847, 0.848, -5.543], [4.473, 1.549, -7.126], [3.889, 3.675, -6.131], [5.178, 3.153, -5.025], [2.736, 0.985, -3.696], [1.382, 1.925, -4.363], [-7.009, -7.964, 2.185], [-8.176, -7.437, 2.989], [-7.559, -6.247, 3.697], [-6.533, -5.737, 2.834], [-6.297, -6.687, 1.786], [-7.304, -8.572, 1.328], [-6.359, -8.569, 2.826], [-8.969, -7.099, 2.313], [-8.603, -8.168, 3.677], [-7.086, -6.547, 4.639], [-8.287, -5.461, 3.908], [-6.713, -6.274, 0.861], [-5.222, -6.829, 1.653]],
  "lowdin_charge": [-0.078, -0.204, -0.151, -0.031, -0.140, 0.134, 0.013, 0.036, 0.007, -0.165, -0.102, -0.131, 0.084, 0.077, 0.088, 0.095, 0.061, 0.143, 0.139, 0.182, 0.131, 0.141, 0.142, 0.155, 0.095, 0.089, 0.090, 0.102, -0.178, -0.174, -0.213, -0.156, -0.203, 0.117, 0.105, 0.120, 0.116, 0.114, 0.120, 0.122, 0.106, -0.171, -0.172, -0.202, -0.173, -0.201, 0.117, 0.118, 0.117, 0.117, 0.109, 0.118, 0.112, 0.114, -0.176, -0.181, -0.204, -0.130, -0.197, 0.091, 0.121, 0.100, 0.114, 0.122, 0.106, 0.098, 0.123, -0.172, -0.172, -0.201, -0.153, -0.205, 0.104, 0.122, 0.103, 0.120, 0.120, 0.116, 0.103, 0.119, -0.173, -0.173, -0.197, -0.159, -0.229, 0.117, 0.119, 0.119, 0.119, 0.120, 0.120, 0.120, 0.104, -0.175, -0.179, -0.206, -0.145, -0.221, 0.117, 0.119, 0.116, 0.116, 0.118, 0.116, 0.114, 0.113]
}

=====

No. 2
{
  "formula": "C32H64O8",
  "method": "ωB97M-V/def2-TZVPD",
  "total_charge": 0,
  "gap_ev": 10.05,
  "lumo_ev": 0.52,
  "smiles": "C1CCOC1.C1CCOC1.C1CCOC1.C1CCOC1.C1CCOC1.C1CCOC1.C1CCOC1.C1CCOC1",
  "total_energy_ha": -1859.31336,
  "e_above_lowest_ev": 3.6709,
  "max_force_ev_per_a": 3.37,
  "symbols": ["C", "C", "C", "O", "C", "H", "H", "H", "H", "H", "H", "H", "H", "C", "C", "C", "O", "C", "H", "H", "H", "H", "H", "H", "H", "H", "C", "C", "C", "O", "C", "H", "H", "H", "H", "H", "H", "H", "H", "C", "C", "C", "O", "C", "H", "H", "H", "H", "H", "H", "H", "H", "C", "C", "C", "O", "C", "H", "H", "H", "H", "H", "H", "H", "H", "C", "C", "C", "O", "C", "H", "H", "H", "H", "H", "H", "H", "H", "C", "C", "C", "O", "C", "H", "H", "H", "H", "H", "H", "H", "H", "C", "C", "C", "O", "C", "H", "H", "H", "H", "H", "H", "H", "H"],
  "coordinates": [[1.558, 0.243, -0.358], [0.886, 1.375, -1.111], [0.115, 2.117, -0.038], [-0.359, 1.010, 0.740], [0.571, -0.067, 0.781], [2.421, 0.738, 0.089], [2.015, -0.552, -0.947], [0.291, 0.975, -1.933], [1.581, 2.050, -1.609], [-0.679, 2.805, -0.330], [0.758, 2.752, 0.572], [0.074, -1.031, 0.673], [1.146, -0.066, 1.707], [-0.736, -5.514, -4.359], [-1.976, -5.465, -3.448], [-2.605, -6.757, -3.982], [-1.526, -7.605, -4.053], [-0.329, -6.952, -4.366], [0.055, -4.843, -4.022], [-1.136, -5.242, -5.335], [-2.608, -4.580, -3.530], [-1.632, -5.502, -2.414], [-3.038, -6.620, -4.973], [-3.403, -7.229, -3.408], [0.003, -7.125, -5.389], [0.441, -7.119, -3.612], [-7.382, -4.181, 2.880], [-7.880, -5.634, 2.699], [-7.981, -5.780, 1.156], [-7.267, -4.698, 0.545], [-6.502, -4.110, 1.599], [-6.803, -3.901, 3.760], [-8.236, -3.506, 2.826], [-8.871, -5.732, 3.143], [-7.156, -6.274, 3.205], [-9.029, -5.650, 0.887], [-7.539, -6.744, 0.907], [-6.182, -3.122, 1.269], [-5.634, -4.758, 1.723], [6.094, 5.452, -7.852], [7.343, 5.662, -8.615], [8.428, 5.796, -7.489], [7.850, 5.065, -6.405], [6.621, 4.530, -6.778], [5.362, 4.912, -8.452], [5.624, 6.388, -7.549], [7.297, 6.586, -9.191], [7.601, 4.825, -9.263], [8.730, 6.813, -7.237], [9.313, 5.228, -7.776], [5.935, 4.613, -5.936], [6.579, 3.470, -7.027], [1.173, 9.692, -3.517], [2.505, 9.692, -2.820], [3.066, 11.108, -2.995], [2.052, 11.793, -3.694], [0.824, 11.154, -3.687], [0.360, 9.114, -3.078], [1.433, 9.211, -4.460], [3.274, 9.044, -3.241], [2.411, 9.438, -1.764], [4.066, 11.100, -3.429], [3.226, 11.506, -1.993], [0.265, 11.315, -4.609], [0.165, 11.599, -2.942], [-8.674, 2.107, -2.920], [-9.170, 2.744, -4.237], [-8.019, 3.749, -4.716], [-7.453, 4.112, -3.407], [-7.447, 2.911, -2.638], [-8.539, 1.039, -3.086], [-9.404, 2.115, -2.110], [-10.109, 3.298, -4.208], [-9.407, 2.031, -5.027], [-8.300, 4.553, -5.396], [-7.318, 3.268, -5.397], [-7.339, 3.214, -1.596], [-6.507, 2.423, -2.894], [3.485, -0.546, 8.880], [2.678, -0.840, 10.077], [3.675, -1.528, 10.902], [4.933, -0.870, 10.790], [4.956, -0.384, 9.474], [3.145, 0.405, 8.471], [3.562, -1.390, 8.194], [1.845, -1.505, 9.851], [2.234, 0.098, 10.409], [3.690, -2.603, 10.722], [3.313, -1.323, 11.910], [5.704, -0.856, 8.837], [5.139, 0.691, 9.460], [4.484, -7.140, 6.594], [3.074, -7.011, 6.134], [2.263, -7.931, 7.065], [3.159, -8.264, 8.114], [4.450, -8.281, 7.630], [4.872, -6.277, 7.134], [5.227, -7.491, 5.878], [3.079, -7.450, 5.136], [2.564, -6.052, 6.044], [2.037, -8.917, 6.659], [1.327, -7.554, 7.477], [4.618, -9.273, 7.210], [5.155, -8.089, 8.438]],
  "lowdin_charge": [-0.170, -0.192, -0.186, -0.149, -0.194, 0.102, 0.111, 0.111, 0.108, 0.120, 0.114, 0.115, 0.109, -0.195, -0.147, -0.238, -0.128, -0.218, 0.113, 0.111, 0.109, 0.111, 0.116, 0.123, 0.120, 0.123, -0.156, -0.171, -0.193, -0.151, -0.210, 0.106, 0.106, 0.102, 0.105, 0.116, 0.113, 0.118, 0.114, -0.194, -0.181, -0.166, -0.129, -0.246, 0.114, 0.121, 0.109, 0.114, 0.114, 0.109, 0.116, 0.120, -0.169, -0.180, -0.197, -0.123, -0.228, 0.114, 0.111, 0.105, 0.106, 0.116, 0.109, 0.118, 0.117, -0.165, -0.148, -0.149, -0.153, -0.234, 0.107, 0.107, 0.097, 0.095, 0.107, 0.099, 0.120, 0.117, -0.167, -0.222, -0.235, -0.106, -0.199, 0.108, 0.110, 0.122, 0.122, 0.129, 0.123, 0.110, 0.108, -0.172, -0.165, -0.182, -0.154, -0.234, 0.110, 0.110, 0.106, 0.110, 0.113, 0.118, 0.117, 0.122]
}